Entry from the OMol25 dataset: a cluster of 5 separate species, C43H64BF9N5O8 in total (ωB97M-V with the def2-TZVPD basis set).

Frontier orbital gap in eV: 6.26
E_LUMO in Ha: -0.15742
Calculated total energy in Ha: -3475.87021
Net charge: +1
2S+1: 1

Each line ends with the Mulliken charge.
Atoms and positions in Å:
C: -0.2803 2.7892 0.6302  -0.8908
C: -1.2621 2.5294 -0.2602  0.2083
N: -1.4204 1.2659 -1.0388  1.0235
F: -2.6055 1.5098 -1.7863  -0.1100
C: -1.7737 0.1217 -0.1348  -0.7221
C: -2.6844 0.4559 1.0634  1.8792
F: -3.0808 -0.7980 1.4799  -0.2968
F: -2.0845 1.0261 2.1242  -0.3623
C: -3.9669 1.1948 0.7434  0.1279
C: -4.3049 2.3390 1.4652  -0.6124
C: -5.4970 3.0130 1.2215  -0.9888
C: -6.3952 2.5636 0.2586  -0.7457
C: -6.0390 1.4346 -0.4700  0.1182
C: -6.9337 0.8896 -1.5590  0.9036
F: -6.2069 0.6533 -2.6673  -0.2191
F: -7.5458 -0.2318 -1.1901  -0.2542
F: -7.8776 1.7676 -1.9105  -0.2921
C: -4.8537 0.7538 -0.2294  -0.6471
C: -0.6168 -0.8808 0.1686  -0.0544
C: 0.2025 -0.6335 1.4432  -0.6403
C: -0.2796 -1.4437 2.6633  -1.4954
C: -0.1916 -2.9650 2.4217  0.5747
C: -1.5220 -3.7095 2.5919  -0.8301
O: -1.6984 -4.6623 1.5179  -0.3697
C: -2.9901 -4.6355 1.0752  0.2040
O: -3.6740 -5.5948 1.0962  -0.4627
O: 0.1643 -1.1795 -0.9586  -0.4599
C: 0.6761 -0.1312 -1.7481  1.0815
C: 1.1817 -0.8799 -3.0013  -1.7086
C: 1.9397 0.4586 -1.0818  -1.3974
C: 2.9793 -0.4714 -0.4869  0.3143
C: 4.0942 0.1663 0.0716  -1.2191
C: 5.1148 -0.5643 0.6495  -0.9498
C: 5.0768 -1.9527 0.7083  -0.7937
C: 3.9775 -2.6104 0.1721  0.5892
C: 3.8513 -4.1112 0.1883  -1.5477
C: 2.9566 -1.8576 -0.4132  0.7287
C: -0.4125 0.9420 -2.1278  1.0309
B: -1.3591 0.1825 -3.2874  0.4271
O: -1.8265 -1.0635 -2.9751  -0.8147
C: -1.8117 0.8099 -4.6610  -0.1804
C: -2.8490 -0.0591 -5.3986  -1.3825
C: 0.1557 2.2042 -2.7645  -0.2056
F: 1.0187 2.8854 -1.9901  -0.1313
F: -0.8108 3.0814 -3.0715  -0.3077
F: 0.8001 1.9346 -3.8930  -0.2027
H: 0.7801 2.8441 0.4115  0.2363
H: -0.5867 3.0496 1.6411  0.3866
H: -1.9724 3.3172 -0.4817  0.4972
H: -2.4585 -0.4868 -0.7260  0.3548
H: -3.6750 2.7338 2.2484  0.5060
H: -5.7367 3.8828 1.8153  0.4379
H: -7.3314 3.0688 0.0839  0.5431
H: -4.6392 -0.1303 -0.8183  0.3835
H: -1.1636 -1.8027 0.3653  0.0214
H: 1.2348 -0.9529 1.3264  0.5683
H: 0.2472 0.4095 1.7652  -0.0414
H: 0.4574 -1.2100 3.4342  0.5453
H: -1.2286 -1.1031 3.0699  0.6549
H: 0.2425 -3.1434 1.4348  0.1345
H: 0.5182 -3.3923 3.1326  -0.1618
H: -1.4690 -4.2822 3.5182  0.4245
H: -2.3586 -3.0122 2.6801  0.3730
H: -3.3008 -3.6592 0.6740  0.2614
H: 1.3188 -0.2462 -3.8743  0.1296
H: 0.5724 -1.7545 -3.2008  0.5261
H: 2.1650 -1.2962 -2.7982  0.6462
H: 2.4459 1.0459 -1.8516  0.9839
H: 1.6886 1.1930 -0.3157  0.1200
H: 4.1735 1.2475 0.0756  0.5005
H: 5.9663 -0.0435 1.0672  0.3985
H: 5.8898 -2.5177 1.1416  0.4572
H: 3.0470 -4.4499 0.8389  0.1464
H: 3.5967 -4.4352 -0.8233  0.3668
H: 4.8042 -4.5764 0.4246  0.4587
H: 2.1283 -2.4032 -0.8448  0.3087
H: -1.5304 -1.7334 -3.6010  0.3650
H: -2.2665 1.7926 -4.5355  0.3615
H: -0.9575 0.9113 -5.3376  0.2680
H: -3.1333 0.3661 -6.3559  0.4356
H: -3.7249 -0.1812 -4.7624  0.2676
H: -2.4883 -1.0714 -5.5872  0.3038
C: 1.6905 -5.2712 4.9107  -0.0558
O: 1.8147 -4.2535 4.2369  -0.6597
N: 1.6607 -6.5108 4.4169  0.2198
C: 1.5113 -7.6791 5.2717  -0.6978
C: 1.7805 -6.6937 2.9794  -0.7766
H: 1.5892 -5.2374 6.0068  0.4031
H: 2.3793 -8.3310 5.1485  0.3696
H: 0.6098 -8.2226 4.9940  0.3714
H: 1.4325 -7.3835 6.3093  -0.0405
H: 2.7277 -6.2781 2.6315  0.2729
H: 0.9689 -6.1729 2.4684  0.1362
H: 1.7379 -7.7525 2.7410  0.4114
C: -0.8890 -6.9094 8.2883  0.1130
O: -0.4611 -7.6642 7.4316  -0.5919
N: -0.3221 -6.7160 9.4909  0.1102
C: -0.8812 -5.8032 10.4702  -0.9336
C: 0.8909 -7.4492 9.8179  -0.9107
H: -1.8026 -6.3109 8.1379  0.3143
H: -0.1547 -5.0247 10.7101  0.3446
H: -1.1337 -6.3462 11.3824  0.3439
H: -1.7818 -5.3364 10.0775  0.2869
H: 1.6759 -7.2086 9.1003  0.2455
H: 0.7006 -8.5214 9.7682  0.3054
H: 1.2211 -7.1843 10.8186  0.3887
C: 5.2006 5.4082 -4.4633  0.0498
O: 5.8661 6.2434 -5.0377  -0.5703
N: 3.8522 5.3568 -4.4747  0.2449
C: 3.1179 4.3322 -3.7694  -0.9682
C: 3.1197 6.3698 -5.2220  -1.0106
H: 5.6596 4.5978 -3.8683  0.2584
H: 2.5143 3.7625 -4.4792  0.3478
H: 2.4602 4.7939 -3.0292  0.4076
H: 3.8030 3.6539 -3.2617  0.1627
H: 3.4159 6.3309 -6.2722  0.3183
H: 3.3575 7.3557 -4.8317  0.3991
H: 2.0508 6.1977 -5.1355  0.2901
C: 0.5066 9.1993 -4.9219  0.1009
O: 1.4339 8.7625 -4.2636  -0.5850
N: 0.6415 9.9961 -5.9952  0.1026
C: -0.5002 10.4882 -6.7419  -0.9223
C: 1.9820 10.3751 -6.4170  -0.8735
H: -0.5456 8.9692 -4.6816  0.3003
H: -0.4406 10.1501 -7.7780  0.3435
H: -0.5131 11.5793 -6.7250  0.3373
H: -1.4244 10.1183 -6.3029  0.2901
H: 2.5622 9.4837 -6.6567  0.2420
H: 2.4886 10.9041 -5.6098  0.3024
H: 1.9233 11.0166 -7.2920  0.3757


Entry from the OMol25 dataset: a structure of composition C43H64BN3P2SiV (ωB97M-V with the def2-TZVPD basis set).

Frontier orbital gap (alpha / beta) in eV: 7.60 / 7.46
E_LUMO (alpha / beta) in Ha: 0.01423 / 0.01420
Calculated total energy in Ha: -3782.17015
Energy relative to the best compared isomer or geometry (same formula, charge and spin) in kcal per mole: 46.2
⟨S²⟩: 3.770
2S+1: 4

Each line ends with the Mulliken charge.
Atoms and positions in Å:
V: -10.8552 -8.6748 -12.2183  1.3082
C: -7.4906 -7.8844 -14.4127  -1.8550
Si: -9.2002 -8.7683 -14.2126  2.8796
C: -10.1121 -8.4437 -15.8591  -0.3282
C: -9.5796 -8.6105 -17.1014  -0.3979
C: -10.3494 -8.5172 -18.2655  -0.9568
C: -11.6828 -8.1569 -18.2273  -1.2314
C: -12.2695 -8.0573 -16.9786  -0.4289
C: -11.5230 -8.1190 -15.8248  0.0778
P: -12.3290 -7.9790 -14.2226  0.4907
C: -13.3728 -9.5659 -13.9855  -0.0863
C: -12.3581 -10.7202 -13.7086  -0.0324
C: -11.9999 -11.6053 -14.9525  -1.5104
C: -13.2324 -12.4580 -15.2387  -0.8318
C: -14.4781 -11.5872 -15.1973  -1.2579
C: -14.2360 -10.0339 -15.1768  -0.5448
C: -13.5537 -6.6272 -14.3694  0.6895
C: -14.0496 -6.4536 -12.8750  0.0858
C: -14.7603 -5.0715 -12.6793  -0.7747
C: -15.8783 -4.9014 -13.7893  -0.8599
C: -16.1226 -6.2179 -14.4637  -0.7459
C: -14.9038 -6.6345 -15.2903  -1.1697
C: -8.6537 -10.5967 -14.3367  0.8363
C: -8.1010 -11.0422 -15.5617  -1.1693
C: -7.4066 -12.2440 -15.5677  -0.7986
C: -7.2646 -12.9950 -14.3765  -1.1943
C: -7.8931 -12.5711 -13.1823  -0.9878
C: -8.6586 -11.4163 -13.2047  0.2474
P: -9.4506 -10.8531 -11.6435  1.2363
C: -8.1090 -10.7128 -10.3932  0.5488
C: -8.7209 -10.3091 -9.0069  -1.5066
C: -9.1829 -8.8706 -9.1207  0.7932
C: -8.0584 -7.9012 -9.4894  -1.3348
C: -7.5098 -8.2732 -10.8852  1.1743
C: -6.9957 -9.7001 -10.7376  -2.1138
C: -10.4041 -12.4702 -11.1318  0.2821
C: -11.6999 -11.8875 -10.4156  0.5850
C: -12.6876 -12.9143 -9.9067  -0.7879
C: -11.9935 -14.0604 -9.2039  -0.6945
C: -10.7473 -14.6805 -9.9647  -1.0808
C: -9.7619 -13.5701 -10.3384  -0.3561
H: -7.4073 -7.1068 -13.6466  0.3427
H: -7.6550 -7.4524 -15.3677  0.7414
H: -6.4934 -8.3776 -14.5322  0.3229
H: -8.4780 -8.8136 -17.2653  0.3889
H: -9.8005 -8.6145 -19.1451  0.4843
H: -12.2569 -7.9820 -19.1130  0.4781
H: -13.2710 -7.7001 -17.0353  0.3682
H: -13.9613 -9.2569 -13.1333  0.8547
H: -12.6555 -11.3407 -12.9063  1.1178
H: -11.3449 -10.3004 -13.4278  -1.9018
H: -11.1067 -12.2429 -14.7689  0.1732
H: -11.7473 -10.9728 -15.7578  0.4598
H: -13.3596 -13.2136 -14.4872  0.3063
H: -13.0094 -12.9104 -16.2382  0.4496
H: -15.0486 -11.9368 -14.3707  0.4042
H: -15.1771 -11.7212 -16.0421  0.4963
H: -15.1424 -9.4863 -15.1473  0.5338
H: -13.7117 -9.7949 -16.1458  0.0614
H: -12.9091 -5.7636 -14.6390  0.7678
H: -13.1962 -6.5783 -12.1709  -1.1043
H: -14.7417 -7.2509 -12.6198  0.4424
H: -13.9046 -4.3910 -12.8001  0.2364
H: -15.2437 -4.9652 -11.7077  0.4682
H: -15.4805 -4.1759 -14.5349  0.2960
H: -16.8047 -4.4918 -13.3176  0.3787
H: -16.9750 -6.0523 -15.1815  0.4172
H: -16.4648 -7.0405 -13.7707  0.3019
H: -14.7547 -5.9378 -16.0726  0.4947
H: -15.2239 -7.5589 -15.7520  0.2933
H: -8.2372 -10.3275 -16.3885  0.2004
H: -6.9238 -12.6501 -16.4625  0.4045
H: -6.7109 -13.9263 -14.5322  0.3287
H: -7.9420 -13.2949 -12.4253  0.2889
H: -7.6210 -11.6685 -10.2202  0.9713
H: -8.0238 -10.2819 -8.2052  0.6296
H: -9.6314 -10.9129 -8.7637  0.1478
H: -9.4667 -8.5360 -8.1069  0.6302
H: -10.1060 -8.7277 -9.7087  -0.8583
H: -7.1699 -7.9814 -8.7887  0.5183
H: -8.4330 -6.8696 -9.4813  0.3890
H: -6.7495 -7.5684 -11.2480  0.4154
H: -8.3330 -8.3060 -11.5787  -0.9546
H: -6.3134 -9.6785 -9.8947  0.7104
H: -6.3837 -10.1438 -11.5331  0.3913
H: -10.6586 -12.8605 -12.1376  0.5471
H: -12.1981 -11.2196 -11.1826  -1.2938
H: -11.4653 -11.1484 -9.6429  -0.1079
H: -13.1159 -13.3891 -10.8350  0.2257
H: -13.3386 -12.3069 -9.2554  0.4447
H: -12.7420 -14.8732 -8.9864  0.3912
H: -11.5087 -13.6199 -8.2639  0.2174
H: -11.0883 -15.2004 -10.8737  0.3768
H: -10.2488 -15.5069 -9.4548  0.4637
H: -8.9277 -13.9809 -10.9389  0.0991
H: -9.4109 -13.1533 -9.4090  0.2695
B: -14.6258 -8.7214 -9.0932  0.8720
C: -13.4863 -8.7511 -10.2015  -0.5157
N: -12.5929 -8.9694 -10.8977  -0.3430
H: -14.5233 -7.5290 -8.7671  -0.1892
H: -14.2906 -9.4419 -8.1391  -0.1680
H: -15.7120 -9.1157 -9.5723  -0.1773
N: -11.9176 -2.7512 -10.7141  -0.5013
C: -11.4862 -4.0229 -10.9422  0.7698
C: -11.8314 -4.9456 -9.9640  -1.3181
C: -11.5206 -6.2693 -10.3523  -0.9285
N: -10.8377 -6.6430 -11.4616  1.3950
C: -10.4076 -5.6851 -12.2370  -0.7820
C: -10.7814 -4.4130 -12.0661  -0.9483
H: -12.8061 -2.6623 -10.1971  0.2501
H: -11.7163 -2.0177 -11.3954  0.2247
H: -12.3266 -4.7411 -8.9912  0.3747
H: -11.6114 -6.9875 -9.6117  0.5487
H: -9.7357 -6.0077 -13.0271  0.0069
H: -10.5308 -3.6919 -12.8471  0.3104